# CH2O4

CH2O4 in the gas phase (ωB97M-V/def2-TZVPD, the OMol25 dataset).

```
7
Properties=species:S:1:pos:R:3:forces:R:3
O -0.580 1.083 -0.010 -1.31 1.72 0.10
C 0.135 -0.002 0.051 2.39 -1.07 -0.59
O -0.561 -1.115 0.106 -0.35 -3.56 -2.08
O 1.299 -0.030 0.803 0.44 0.65 -1.49
O 1.257 0.057 -0.775 0.37 -0.67 1.65
H 0.013 1.695 -0.471 -0.37 0.41 0.30
H -0.119 -1.858 -0.495 -1.18 2.53 2.11
```
Forces are in eV/Å.

Its relative energy (zero: lowest compared OMol25 entry of this formula, charge and spin) is 138.9 kJ/mol. The SMILES is OC1(O)OO1. Its charge is 0. The value obtained for the HOMO-LUMO gap is 10.97 eV. The value obtained for the LUMO energy is -0.1 eV.

Atom charges from the natural (NBO) analysis, given in e for atoms 1 to 6: number 1, O, carries -0.66; number 2, C, carries 0.89; number 3, O, carries -0.69; number 4, O, carries -0.25; number 5, O, carries -0.31; number 6, H, carries 0.50